# 1
Entry from the Open Molecules 2025 dataset: C6H11AgClFN2O6P as an isolated structure at a distorted geometry (ωB97M-V/def2-TZVPD).

XYZ file:
```
29
Properties=species:S:1:pos:R:3:mulliken_charge:R:1
O 1.1169 -2.9346 0.3009 -0.476
C 2.0054 -2.1607 0.3409 0.522
F 2.5043 -1.7450 1.4957 -0.210
N 2.5145 -1.4962 -0.7706 -0.111
C 3.3571 -0.3436 -0.5216 0.340
O 4.4156 -0.3920 0.0273 -0.479
N 2.8169 0.8301 -1.0309 -0.149
C 1.3692 0.9888 -0.9653 -1.027
C 0.7986 1.0055 0.4364 0.705
Cl 1.3517 2.4853 1.3851 -0.127
O -0.5827 0.9299 0.4705 -0.299
C -1.0477 -0.3695 0.8911 -0.557
C -2.5621 -0.3552 0.9834 -0.603
P -3.4393 -0.1610 -0.5484 0.959
O -2.9055 -1.2922 -1.5287 -0.228
O -4.9650 -0.3996 -0.3933 -0.440
O -3.3593 1.2653 -1.1327 -0.428
H 2.9741 -2.1417 -1.4068 0.353
H 3.3183 1.6167 -0.6406 0.294
H 1.1002 1.9105 -1.4801 0.418
H 0.9008 0.1891 -1.5298 0.450
H 1.2108 0.1959 1.0351 -0.026
H -0.6644 -0.5849 1.8875 0.480
H -0.6699 -1.1374 0.2182 0.388
H -2.8696 -1.3120 1.4073 0.428
H -2.8973 0.4124 1.6804 0.390
H -5.1946 -1.3390 -0.2738 0.400
H -2.4692 1.5514 -1.3974 0.409
Ag 1.8722 4.7835 1.0600 0.625
```

Computed properties:
E_HOMO (spin up / spin down): -16.0 / -16.0 eV
E: -50176.115 eV
LUMO energy (spin up / spin down): -8.389 / -11.411 eV
spin multiplicity: 2
net charge: +2
orbital gap (spin up / spin down): 7.61 / 4.59 eV
max |F|: 1.17 eV/Å

# 2
Entry from the Open Molecules 2025 dataset: a 10-piece molecular cluster, C36H87BrO12 overall at a distorted geometry (ωB97M-V/def2-TZVPD).

XYZ file:
```
136
Properties=species:S:1:pos:R:3:mulliken_charge:R:1
C 0.6946 -0.0341 3.8540 -1.581
C 1.4136 0.5566 2.6540 1.370
C 2.5375 1.5103 3.0515 -1.652
C 0.4158 1.1399 1.6471 -0.225
C -0.0814 2.5593 1.9284 -0.003
C -1.5392 2.6719 2.2734 -0.672
O -1.8200 1.9556 3.4886 -0.236
C -3.0954 1.6129 3.7008 0.470
O -3.6688 1.9222 4.7286 -0.648
C -3.8802 0.7604 2.6968 -0.482
C -3.0586 -0.0882 1.7691 0.407
O -2.4304 -1.0688 2.0809 -0.441
Br -3.1310 0.4208 -0.1426 -0.146
H 1.3983 -0.4356 4.5722 0.470
H 0.0994 0.7070 4.3676 0.353
H 0.0648 -0.8418 3.5136 0.155
H 1.8805 -0.2836 2.1554 -0.145
H 3.5025 1.0386 2.9675 0.412
H 2.4275 1.8798 4.0625 0.349
H 2.5528 2.3674 2.3926 0.369
H -0.4034 0.4435 1.5705 -0.336
H 0.9046 1.1371 0.6818 0.622
H 0.4647 3.0540 2.7198 0.540
H 0.0724 3.1548 1.0428 -0.580
H -2.1885 2.3798 1.4591 0.247
H -1.7395 3.7191 2.4701 0.432
H -4.4962 1.4295 2.1170 0.375
H -4.4985 0.1311 3.3080 0.410
C -2.4737 4.0863 8.1803 -1.157
C -3.8525 3.4770 8.3917 0.410
C -3.7614 2.1015 9.0370 -1.221
O -4.5530 3.3989 7.1555 -0.529
H -1.8812 3.4601 7.5082 0.242
H -2.5588 5.0710 7.7203 0.302
H -1.9337 4.1872 9.1235 0.379
H -4.4453 4.1358 9.0283 0.331
H -3.2067 1.4158 8.3911 0.288
H -4.7571 1.6820 9.1824 0.303
H -3.2574 2.1475 10.0040 0.382
H -4.0495 2.8202 6.5703 0.403
C 0.6580 -3.6005 1.8912 -1.257
C 1.1058 -2.7550 0.7113 1.445
C 0.6358 -3.3479 -0.6087 -1.491
O 2.5271 -2.6227 0.7129 -0.417
H 1.0886 -4.6026 1.8156 0.223
H 1.0028 -3.1675 2.8312 0.304
H -0.4296 -3.6884 1.9273 0.391
H 0.7105 -1.7430 0.8170 -0.586
H 1.0600 -4.3468 -0.7487 0.267
H 0.9667 -2.7303 -1.4445 0.397
H -0.4522 -3.4265 -0.6427 0.396
H 2.9021 -3.5050 0.6231 0.314
C 2.2135 6.1304 -1.5676 -1.440
C 1.1115 5.2807 -0.9540 0.558
C -0.2105 5.4810 -1.6775 -1.042
O 0.9677 5.5839 0.4350 -0.539
H 1.9602 7.1911 -1.4932 0.314
H 3.1544 5.9769 -1.0383 0.382
H 2.3612 5.8867 -2.6205 0.366
H 1.3978 4.2283 -0.9976 0.286
H -0.5282 6.5206 -1.6032 0.128
H -0.9910 4.8626 -1.2289 0.334
H -0.1265 5.2248 -2.7342 0.393
H 0.7173 6.5098 0.5087 0.332
C 0.0940 -8.1628 1.8181 -1.467
C 0.5398 -7.2959 0.6522 1.069
C 0.0791 -7.8650 -0.6799 -1.432
O 1.9641 -7.1408 0.6597 -0.545
H 0.5262 -9.1648 1.7387 0.381
H 0.4340 -7.7371 2.7637 0.359
H -0.9923 -8.2566 1.8492 0.257
H 0.1348 -6.2912 0.7746 0.027
H 0.5117 -8.8560 -0.8426 0.325
H 0.4044 -7.2316 -1.5046 0.274
H -1.0060 -7.9543 -0.7219 0.360
H 2.3510 -8.0143 0.5526 0.369
C -1.0422 -8.9378 -6.0100 -1.361
C -0.2101 -8.5131 -4.8094 0.444
C 1.1570 -9.1807 -4.8106 -1.259
O -0.9016 -8.8046 -3.5958 -0.476
H -1.2161 -10.0170 -5.9899 0.357
H -2.0160 -8.4484 -5.9924 0.321
H -0.5433 -8.6879 -6.9473 0.378
H -0.0840 -7.4299 -4.8210 0.259
H 1.0499 -10.2674 -4.7535 0.339
H 1.7383 -8.8622 -3.9449 0.301
H 1.7169 -8.9380 -5.7147 0.387
H -1.0311 -9.7566 -3.5518 0.325
C -4.1210 -7.0834 4.0123 -1.252
C -4.4160 -7.7176 2.6614 0.472
C -5.8435 -8.2376 2.5875 -1.344
O -3.4895 -8.7713 2.3960 -0.515
H -4.2328 -7.8209 4.8118 0.339
H -3.0952 -6.7157 4.0467 0.297
H -4.7963 -6.2514 4.2159 0.373
H -4.2563 -6.9819 1.8725 0.255
H -6.0072 -9.0096 3.3442 0.354
H -6.0370 -8.6869 1.6134 0.324
H -6.5660 -7.4372 2.7518 0.376
H -3.6022 -9.4418 3.0762 0.320
C 7.5306 -3.0599 -0.7735 -1.259
C 6.6831 -1.9716 -1.4155 0.369
C 5.2620 -1.9759 -0.8745 -1.066
O 6.6776 -2.1220 -2.8364 -0.563
H 7.1114 -4.0463 -0.9908 0.316
H 8.5456 -3.0403 -1.1712 0.329
H 7.5778 -2.9383 0.3095 0.349
H 7.1401 -0.9996 -1.2269 0.306
H 4.7723 -2.9278 -1.0963 0.234
H 4.6686 -1.1912 -1.3423 0.305
H 5.2440 -1.8247 0.2049 0.338
H 6.2766 -2.9727 -3.0365 0.346
C -1.9495 10.4964 -3.9241 -1.389
C -1.0939 9.2768 -4.2316 0.625
C -1.6271 8.5033 -5.4280 -1.345
O -1.0188 8.4234 -3.0879 -0.479
H -2.9701 10.1927 -3.6768 0.371
H -1.5514 11.0368 -3.0650 0.362
H -1.9902 11.1768 -4.7756 0.369
H -0.0713 9.5956 -4.4297 0.030
H -2.6383 8.1404 -5.2236 0.463
H -1.0026 7.6338 -5.6335 0.293
H -1.6580 9.1248 -6.3236 0.383
H -1.9115 8.1252 -2.8874 0.336
C 2.6080 10.5457 -7.4299 -1.452
C 1.8965 9.3442 -6.8262 0.982
C 2.8436 8.4851 -6.0021 -1.292
O 1.2902 8.5621 -7.8547 -0.546
H 3.4036 10.2178 -8.1042 0.363
H 1.9120 11.1477 -8.0142 0.353
H 3.0500 11.1758 -6.6568 0.362
H 1.0810 9.6885 -6.1924 -0.235
H 3.6472 8.0933 -6.6312 0.418
H 2.3134 7.6314 -5.5787 0.298
H 3.2912 9.0556 -5.1870 0.361
H 1.9904 8.2434 -8.4317 0.343
```

Computed properties:
E_HOMO: -9.6 eV
E: -133355.116 eV
LUMO energy: 0.095 eV
SMILES: CC(C)CCCOC(=O)CC(=O)Br.CC(C)O.CC(C)O.CC(C)O.CC(C)O.CC(C)O.CC(C)O.CC(C)O.CC(C)O.CC(C)O
net charge: 0
orbital gap: 9.71 eV
max |F|: 2.52 eV/Å

# 3
Entry from the Open Molecules 2025 dataset: a 2-piece molecular cluster, C30H42N4O2P overall at a distorted geometry (ωB97M-V/def2-TZVPD).

XYZ file:
```
79
Properties=species:S:1:pos:R:3:mulliken_charge:R:1
C -7.0492 1.3477 -0.1147 -0.819
O -6.4109 0.9878 -1.3629 -0.443
C -5.2279 1.5788 -1.6910 0.836
C -4.6474 1.2080 -2.9305 -0.831
C -3.3621 1.6437 -3.2562 -0.594
C -2.6280 2.4236 -2.3561 0.220
N -1.3137 2.7997 -2.7276 0.304
C -0.1652 2.8057 -1.9754 -0.411
C -0.0318 2.2508 -0.6301 1.012
C 1.3203 2.0460 -0.0940 -0.650
C 1.5411 2.2305 1.2341 -0.203
C 2.8822 2.4084 1.7814 0.763
C 3.0736 3.2446 2.9122 -0.364
C 4.3432 3.4621 3.4370 -0.564
C 5.4620 2.8447 2.8516 -0.389
C 5.2971 2.0343 1.7197 -0.680
C 4.0279 1.8365 1.1668 -0.169
O -1.0400 1.9670 0.0583 -0.597
N 0.8119 3.3426 -2.7546 0.046
C 2.1806 3.6665 -2.4098 -0.913
C 0.2997 3.6083 -4.0191 -0.728
C -0.9994 3.2533 -4.0205 -0.333
C -3.2354 2.8756 -1.1802 -0.566
C -4.5287 2.4589 -0.8385 -0.277
H -8.0188 0.8506 -0.1462 0.251
H -6.4699 0.9778 0.7415 0.328
H -7.1877 2.4341 -0.0262 0.347
H -5.2006 0.5642 -3.6048 0.444
H -2.9224 1.3431 -4.2064 0.456
H 2.1040 1.7514 -0.7889 0.573
H 0.7003 2.4348 1.9052 0.452
H 2.1989 3.7567 3.3300 0.360
H 4.4695 4.1312 4.2925 0.383
H 6.4553 3.0094 3.2719 0.396
H 6.1716 1.5735 1.2478 0.390
H 3.9148 1.2506 0.2460 0.111
H 2.5565 4.4064 -3.1243 0.367
H 2.2486 4.0883 -1.4035 0.387
H 2.8360 2.7929 -2.4986 0.352
H 0.9001 4.0410 -4.7971 0.433
H -1.7260 3.3069 -4.8101 0.549
H -2.7141 3.5502 -0.5120 0.396
H -4.9754 2.7796 0.1026 0.396
C -2.9508 -3.1073 -0.7389 -1.993
C -2.1986 -2.6458 0.4985 1.678
C -2.2178 -1.1163 0.5575 -1.581
C -2.8483 -3.2233 1.7649 -1.871
N -0.8268 -3.1801 0.4541 0.142
C -0.1246 -3.2601 -0.8200 -0.222
C 1.3613 -3.5090 -0.5260 -0.283
N 1.5282 -3.5629 0.9207 0.130
C 2.8735 -3.4220 1.5021 1.574
C 3.8681 -4.1455 0.6107 -1.922
C 2.8171 -4.0847 2.8861 -1.818
C 3.2899 -1.9541 1.6488 -1.605
P 0.2412 -2.8155 1.6979 -0.236
H 0.5343 -1.3573 1.6021 -0.121
H -2.8959 -4.1954 -0.8541 0.425
H -4.0078 -2.8294 -0.6569 0.467
H -2.5549 -2.6350 -1.6454 0.343
H -1.7377 -0.7137 1.4562 0.365
H -1.7079 -0.6752 -0.3060 0.214
H -3.2555 -0.7581 0.5453 0.542
H -2.3302 -2.9149 2.6839 0.409
H -3.8979 -2.9110 1.8436 0.424
H -2.8280 -4.3201 1.7235 0.418
H -0.5166 -4.0726 -1.4510 0.244
H -0.2402 -2.3123 -1.3809 0.137
H 1.6818 -4.4452 -1.0091 0.235
H 1.9662 -2.6872 -0.9552 0.201
H 3.9781 -3.6394 -0.3549 0.352
H 4.8523 -4.1643 1.0914 0.461
H 3.5574 -5.1809 0.4331 0.426
H 2.0989 -3.5961 3.5600 0.399
H 2.5121 -5.1340 2.7805 0.413
H 3.8039 -4.0677 3.3676 0.438
H 2.6556 -1.3910 2.3434 0.426
H 4.3190 -1.9011 2.0261 0.550
H 3.2600 -1.4395 0.6809 0.214
```

Computed properties:
E_HOMO: -9.4 eV
E: -51128.567 eV
LUMO energy: -4.309 eV
net charge: +1
orbital gap: 5.11 eV
max |F|: 3.83 eV/Å

# 4
Entry from the Open Molecules 2025 dataset: a 2-piece molecular cluster, C3H5Cl3 overall at a distorted geometry (ωB97M-V/def2-TZVPD).

XYZ file:
```
11
Properties=species:S:1:pos:R:3:mulliken_charge:R:1
C 0.8973 1.0637 0.5006 -0.849
C -0.4053 -1.5138 -0.9171 -0.550
C -0.5333 0.7126 0.4107 0.269
Cl 0.5556 -2.4834 0.0690 -0.114
Cl -1.3694 0.1221 1.8038 -0.130
Cl -1.4437 1.8261 -0.5255 -0.160
H 1.1166 1.9275 1.1615 0.334
H 1.4385 0.1726 0.9160 0.241
H 1.1979 1.2859 -0.6125 0.274
H -1.4371 -1.7443 -0.9383 0.329
H -0.0172 -1.3691 -1.8683 0.357
```

Computed properties:
E_HOMO (spin up / spin down): -8.3 / -8.6 eV
E: -40756.284 eV
LUMO energy (spin up / spin down): -0.091 / -0.169 eV
net charge: 0
orbital gap (spin up / spin down): 8.20 / 8.41 eV
max |F|: 2.36 eV/Å

# 5
Entry from the Open Molecules 2025 dataset: C14H13F6N6O7PtS3 as an isolated structure (ωB97M-V/def2-TZVPD).

XYZ file:
```
50
Properties=species:S:1:pos:R:3:mulliken_charge:R:1
Pt 1.1271 0.0172 -1.2412 2.274
F 4.5230 1.6252 1.0153 -0.240
C 4.6511 0.3418 1.3393 0.645
F 3.8921 0.0887 2.3974 -0.199
F 5.9111 0.0853 1.6348 -0.216
S 4.1662 -0.6920 -0.1444 0.897
O 3.3869 0.2020 -1.0227 -0.722
O 5.3752 -1.1779 -0.7181 -0.550
N 3.2468 -1.7538 0.5684 -0.253
S 2.4771 -2.8307 -0.2647 0.934
O 1.7773 -2.2104 -1.4061 -0.824
O 3.1280 -4.0649 -0.5359 -0.611
C 1.1562 -3.2484 0.9455 0.650
F 0.3246 -4.1137 0.3580 -0.209
F 1.6726 -3.7985 2.0282 -0.222
F 0.4451 -2.1727 1.2975 -0.145
C -4.1045 4.7657 -1.0052 -0.823
O -3.9364 4.2147 0.3032 -0.420
C -2.8552 3.4615 0.5206 0.824
C -2.7177 3.0102 1.8604 -0.904
C -1.6469 2.1994 2.2382 -0.602
C -0.6908 1.7866 1.3406 0.218
C 0.4304 0.9185 1.8076 0.911
C 0.5503 0.5765 3.2616 -1.818
O 1.2682 0.4953 1.0253 -0.533
C -0.7974 2.2695 -0.0496 0.353
O 0.0387 2.0179 -0.9414 -0.758
C -1.9170 3.1101 -0.4068 -0.461
H -4.9776 5.4060 -0.9473 0.243
H -4.2733 3.9707 -1.7330 0.351
H -3.2309 5.3558 -1.2856 0.347
H -3.4679 3.3105 2.5788 0.474
H -1.5805 1.9004 3.2744 0.465
H -0.3513 0.0711 3.6107 0.464
H 0.6882 1.4738 3.8664 0.508
H 1.4044 -0.0830 3.3854 0.292
H -1.9571 3.4263 -1.4378 0.499
N -1.2542 -3.9687 -2.2624 -0.331
C -2.3196 -3.6306 -1.5249 0.714
N -3.2320 -4.5622 -1.2423 -0.393
N -2.5293 -2.4040 -1.0538 -0.774
C -1.6313 -1.5219 -1.3504 0.751
N -0.8195 -0.7368 -1.6201 -0.599
H -1.0941 -4.9115 -2.5697 0.215
H -0.5377 -3.2846 -2.4529 0.109
H -3.1407 -5.5149 -1.5437 0.204
H -4.0207 -4.2963 -0.6792 0.236
S 3.4684 2.5508 -4.3086 -0.044
C 2.3849 1.5310 -3.6740 0.649
N 1.5897 0.7949 -3.2357 -0.577
```

Computed properties:
E_HOMO (spin up / spin down): -11.8 / -12.3 eV
E: -90048.339 eV
LUMO energy (spin up / spin down): -2.983 / -6.383 eV
spin multiplicity: 5
net charge: +1
orbital gap (spin up / spin down): 8.81 / 5.90 eV
max |F|: 0.52 eV/Å

Copy entry 5 word for word.
Entry from the Open Molecules 2025 dataset: C14H13F6N6O7PtS3 as an isolated structure (ωB97M-V/def2-TZVPD).

XYZ file:
```
50
Properties=species:S:1:pos:R:3:mulliken_charge:R:1
Pt 1.1271 0.0172 -1.2412 2.274
F 4.5230 1.6252 1.0153 -0.240
C 4.6511 0.3418 1.3393 0.645
F 3.8921 0.0887 2.3974 -0.199
F 5.9111 0.0853 1.6348 -0.216
S 4.1662 -0.6920 -0.1444 0.897
O 3.3869 0.2020 -1.0227 -0.722
O 5.3752 -1.1779 -0.7181 -0.550
N 3.2468 -1.7538 0.5684 -0.253
S 2.4771 -2.8307 -0.2647 0.934
O 1.7773 -2.2104 -1.4061 -0.824
O 3.1280 -4.0649 -0.5359 -0.611
C 1.1562 -3.2484 0.9455 0.650
F 0.3246 -4.1137 0.3580 -0.209
F 1.6726 -3.7985 2.0282 -0.222
F 0.4451 -2.1727 1.2975 -0.145
C -4.1045 4.7657 -1.0052 -0.823
O -3.9364 4.2147 0.3032 -0.420
C -2.8552 3.4615 0.5206 0.824
C -2.7177 3.0102 1.8604 -0.904
C -1.6469 2.1994 2.2382 -0.602
C -0.6908 1.7866 1.3406 0.218
C 0.4304 0.9185 1.8076 0.911
C 0.5503 0.5765 3.2616 -1.818
O 1.2682 0.4953 1.0253 -0.533
C -0.7974 2.2695 -0.0496 0.353
O 0.0387 2.0179 -0.9414 -0.758
C -1.9170 3.1101 -0.4068 -0.461
H -4.9776 5.4060 -0.9473 0.243
H -4.2733 3.9707 -1.7330 0.351
H -3.2309 5.3558 -1.2856 0.347
H -3.4679 3.3105 2.5788 0.474
H -1.5805 1.9004 3.2744 0.465
H -0.3513 0.0711 3.6107 0.464
H 0.6882 1.4738 3.8664 0.508
H 1.4044 -0.0830 3.3854 0.292
H -1.9571 3.4263 -1.4378 0.499
N -1.2542 -3.9687 -2.2624 -0.331
C -2.3196 -3.6306 -1.5249 0.714
N -3.2320 -4.5622 -1.2423 -0.393
N -2.5293 -2.4040 -1.0538 -0.774
C -1.6313 -1.5219 -1.3504 0.751
N -0.8195 -0.7368 -1.6201 -0.599
H -1.0941 -4.9115 -2.5697 0.215
H -0.5377 -3.2846 -2.4529 0.109
H -3.1407 -5.5149 -1.5437 0.204
H -4.0207 -4.2963 -0.6792 0.236
S 3.4684 2.5508 -4.3086 -0.044
C 2.3849 1.5310 -3.6740 0.649
N 1.5897 0.7949 -3.2357 -0.577
```

Computed properties:
E_HOMO (spin up / spin down): -11.8 / -12.3 eV
E: -90048.339 eV
LUMO energy (spin up / spin down): -2.983 / -6.383 eV
spin multiplicity: 5
net charge: +1
orbital gap (spin up / spin down): 8.81 / 5.90 eV
max |F|: 0.52 eV/Å